This record from the OMol25 dataset describes C44H37BiI3N2OP as an isolated structure. The level of theory is ωB97M-V/def2-TZVPD.

Properties
energy relative to the best compared isomer or geometry (same formula, charge and spin) = 12.0 kcal per mole
HOMO energy = -7.58 eV
multiplicity = 1
calculated total energy = -3332.6920 hartree
orbital gap = 7.644 eV

Geometry as XYZ:
```
89
Properties=species:S:1:pos:R:3:forces:R:3:mulliken_charge:R:1
Bi -0.57397 1.59439 0.82387 0.716 -0.311 0.402 1.23
I 6.35617 2.68173 3.63353 -0.159 -0.093 -0.087 0.03
C 4.65108 1.88803 2.69701 0.225 0.131 0.160 -0.53
C 3.78758 1.07536 3.40781 -0.028 0.025 -0.082 -0.57
C 2.65896 0.58789 2.76733 -0.212 -0.149 0.067 0.30
I 1.37186 -0.67704 3.83099 0.103 0.200 0.012 0.05
C 2.34310 0.89272 1.43276 0.279 -0.050 0.113 -1.03
O 1.29406 0.34053 0.82417 -0.318 0.447 -0.099 0.27
C 3.23581 1.75591 0.75723 -0.112 -0.053 -0.040 0.94
C 2.91619 2.18039 -0.64845 -0.035 0.084 -0.028 -1.37
N 1.96746 3.30029 -0.68868 0.074 0.007 0.151 0.16
C 2.56348 4.60580 -0.39573 -0.050 -0.024 -0.106 -1.20
C 2.62611 4.99821 1.06645 -0.018 -0.059 0.034 0.70
C 3.81062 5.45448 1.63504 0.031 0.033 -0.042 -0.54
C 3.82728 5.80164 2.97448 0.018 0.008 0.039 -0.41
C 2.65781 5.68952 3.70889 0.038 0.012 0.001 -0.52
C 1.51540 5.27227 3.04609 -0.069 -0.052 -0.092 -0.23
N 1.49104 4.94345 1.75701 -0.160 -0.204 0.009 -0.32
C 4.38389 2.21687 1.37981 -0.066 -0.009 0.004 -0.28
H 3.98181 0.81496 4.43839 0.012 0.013 0.001 0.42
H 2.45093 1.33939 -1.15438 -0.025 -0.035 -0.133 0.16
H 3.84608 2.42611 -1.18133 0.045 0.003 0.043 0.46
H 1.55606 3.34362 -1.61192 -0.061 -0.066 0.011 0.21
H 1.94873 5.35762 -0.89529 0.008 0.018 -0.022 0.48
H 3.57696 4.67718 -0.81629 0.015 0.046 -0.012 0.32
H 4.71003 5.53528 1.03665 -0.006 -0.079 0.000 0.32
H 4.74353 6.14267 3.43933 -0.007 -0.019 0.003 0.48
H 2.62825 5.92310 4.76449 -0.010 0.022 -0.016 0.41
H 0.56457 5.20018 3.56679 0.067 0.008 0.020 0.39
H 5.06701 2.85075 0.82731 -0.018 -0.003 0.004 0.51
I -3.29788 3.10636 0.44195 -0.262 0.097 -0.372 -0.08
C -3.03010 2.80190 -1.63729 -0.154 0.110 0.318 0.24
C -3.96366 3.41501 -2.42150 0.009 -0.006 -0.013 -0.57
C -3.87816 3.31771 -3.82284 0.031 0.008 -0.010 -0.73
C -2.86326 2.60247 -4.38185 -0.072 0.040 -0.045 -0.94
C -1.90124 1.94502 -3.57988 0.005 -0.010 0.200 1.30
C -0.87311 1.19564 -4.19779 0.076 -0.043 -0.056 -1.06
C 0.05769 0.53940 -3.45105 -0.048 0.021 -0.098 -1.35
C 0.00024 0.61485 -2.04581 0.031 0.008 0.139 -0.36
C -0.96246 1.33887 -1.39100 -0.011 0.099 0.101 0.58
C -1.95372 2.03012 -2.15033 -0.004 -0.063 -0.256 0.12
H -4.77167 3.97710 -1.97348 0.032 0.006 0.002 0.42
H -4.61523 3.82059 -4.43463 0.009 -0.032 -0.017 0.40
H -2.77637 2.52328 -5.45918 0.005 -0.024 0.019 0.40
H -0.84862 1.15110 -5.28079 -0.008 0.003 0.020 0.37
H 0.83266 -0.04887 -3.92725 -0.005 0.007 0.017 0.56
H 0.73047 0.07182 -1.45885 0.033 -0.017 -0.019 0.52
C -0.70180 -5.66424 -0.49802 0.033 0.063 -0.009 -1.41
C -0.86402 -4.75445 -1.68928 -0.050 -0.008 0.028 1.45
C -0.91587 -5.35196 -2.95189 0.006 -0.026 0.001 -0.73
C -1.14984 -4.62785 -4.10687 -0.001 0.018 -0.016 -0.75
C -1.34990 -3.25799 -4.02070 0.002 0.030 -0.003 -0.90
C -1.25977 -2.64393 -2.78568 0.015 0.005 0.080 -0.70
C -1.00593 -3.36074 -1.60753 -0.007 0.117 -0.023 -0.51
P -0.87165 -2.19889 -0.17131 -0.199 -0.287 -0.097 1.54
C -0.30015 -3.15021 1.28718 0.114 0.072 -0.040 1.15
C -1.13675 -3.44353 2.36029 0.039 -0.050 -0.056 -0.10
C -0.63707 -4.04622 3.50610 -0.047 0.049 0.057 -0.89
C 0.71086 -4.35470 3.58704 0.046 -0.047 0.005 -0.85
C 1.55251 -4.05693 2.52494 -0.027 -0.094 -0.069 -0.93
C 1.07251 -3.44144 1.37517 -0.064 -0.100 -0.019 0.36
C 2.01719 -3.07696 0.26096 -0.050 0.059 0.062 -1.25
C -2.64034 -1.88142 0.20138 0.036 0.089 -0.047 0.13
C -3.69130 -2.58691 -0.38216 0.039 0.048 0.066 -0.93
C -5.01134 -2.22387 -0.15718 -0.002 -0.043 -0.039 -0.80
C -5.29501 -1.14131 0.66040 -0.024 0.000 0.022 -0.82
C -4.26054 -0.44347 1.26194 0.059 -0.006 -0.009 -0.65
C -2.92505 -0.79328 1.04928 -0.018 0.031 0.025 1.48
C -1.84275 -0.07710 1.78155 0.018 -0.063 -0.246 -1.13
H -0.98979 -6.68018 -0.76805 0.025 0.006 -0.012 0.51
H -1.32213 -5.34415 0.33492 -0.006 -0.005 0.044 0.25
H 0.33017 -5.69255 -0.14178 -0.004 0.031 0.030 0.23
H -0.78100 -6.42611 -3.01826 -0.030 0.014 0.012 0.43
H -1.18914 -5.13017 -5.06561 -0.002 -0.005 0.022 0.38
H -1.56119 -2.66902 -4.90494 0.006 -0.016 0.009 0.49
H -1.40413 -1.57059 -2.71412 0.028 -0.040 -0.034 0.30
H -2.19199 -3.20558 2.29258 0.007 -0.011 0.025 0.40
H -1.30077 -4.27084 4.33209 0.006 0.002 -0.011 0.43
H 1.11151 -4.81343 4.48266 -0.001 -0.020 -0.024 0.35
H 2.60878 -4.29259 2.59422 -0.013 0.027 0.004 0.41
H 2.99513 -3.53352 0.41151 -0.006 0.005 0.019 0.53
H 2.13787 -1.98948 0.22795 -0.009 -0.013 -0.031 -0.07
H 1.63779 -3.39420 -0.71301 0.028 -0.023 -0.013 0.17
H -3.48060 -3.43634 -1.01815 0.052 -0.005 -0.052 0.41
H -5.81111 -2.79190 -0.61601 0.006 0.022 0.006 0.43
H -6.32249 -0.85250 0.84659 0.022 0.009 -0.010 0.39
H -4.48555 0.38515 1.92338 -0.003 -0.020 0.015 0.48
H -1.06839 -0.76612 2.12123 -0.018 0.130 0.066 -0.54
H -2.25040 0.43590 2.65544 0.049 -0.007 0.016 0.60
```
Positions in Å, forces in eV/Å.

***

This record from the OMol25 dataset describes a 2-piece molecular cluster, C3H6Cl2Si overall. The level of theory is ωB97M-V/def2-TZVPD.

Properties
energy relative to the best compared isomer or geometry (same formula, charge and spin) = 113.9 kcal per mole
SMILES = C[SiH2]Cl.C#CCl
HOMO energy = -10.06 eV
multiplicity = 1
calculated total energy = -1327.6995 hartree
orbital gap = 10.429 eV

Geometry as XYZ:
```
12
Properties=species:S:1:pos:R:3:forces:R:3:mulliken_charge:R:1
C 0.04752 -1.65695 -1.57004 -0.662 3.243 -1.186 -0.95
Si -0.94832 -1.19202 -0.01984 -1.037 -1.139 -2.461 0.57
Cl 0.00872 -2.23978 1.38668 0.558 -0.244 1.415 -0.23
H -0.53030 -1.61421 -2.52568 -0.109 0.059 0.831 0.31
H 0.79525 -0.80340 -1.75435 -0.284 -1.824 0.439 0.25
H 0.36758 -2.66512 -1.51072 1.034 -0.682 0.281 0.29
H -2.27494 -1.86136 -0.23833 0.197 0.310 0.389 -0.12
H -1.20135 0.22881 0.18339 0.312 0.300 0.306 -0.13
C 1.17971 3.35151 0.88938 -2.825 -1.186 -1.017 -0.21
C 0.75882 2.83951 1.93503 2.023 1.357 -2.076 0.05
Cl 0.98740 2.23696 3.40106 -0.354 -0.657 1.593 -0.10
H 0.80990 3.37605 -0.17658 1.147 0.463 1.485 0.25
```
Positions in Å, forces in eV/Å.

***

This record from the OMol25 dataset describes C32H12F22NO3ReS as an isolated structure. The level of theory is ωB97M-V/def2-TZVPD.

Properties
total charge = +2
energy relative to the best compared isomer or geometry (same formula, charge and spin) = 0.0 kcal per mole
HOMO energy (spin up / spin down) = -14.58 / -14.58 eV
multiplicity = 1
calculated total energy = -4179.9268 hartree
orbital gap (spin up / spin down) = 6.299 / 6.245 eV

Geometry as XYZ:
```
72
Properties=species:S:1:pos:R:3:forces:R:3:mulliken_charge:R:1
Re -0.70960 -0.79798 0.19231 0.842 1.037 -0.261 2.25
C 5.18024 2.96807 -0.90991 0.557 0.362 -0.629 -1.57
C 3.85784 2.44952 -0.51344 -0.711 -0.350 -0.533 0.42
C 3.18573 2.95612 0.57731 -0.826 0.132 0.848 -1.34
C 1.93247 2.42169 0.94461 1.086 0.358 0.307 -0.69
C 1.42143 1.31150 0.30791 -0.740 -0.503 -0.472 0.61
N 0.14754 0.78787 0.68583 0.061 -0.068 0.372 1.21
C -0.59143 1.45791 1.73983 -1.458 0.703 -0.467 -0.47
C -1.10785 2.75527 1.48371 -0.358 -0.783 0.962 -0.34
C -2.08842 3.33188 2.31221 1.173 -0.231 -1.157 -1.04
C -2.50933 2.63553 3.43400 -0.766 1.580 -0.043 0.47
C -3.47135 3.35461 4.36497 -0.526 -0.372 -0.333 -1.61
C -2.01170 1.37887 3.66422 -0.049 -1.159 1.129 -0.97
C -1.10957 0.72353 2.82900 0.077 0.490 0.122 -0.75
C -0.65676 -0.69884 3.10043 -0.390 -0.294 0.041 1.85
O -0.59662 -1.43586 1.88501 -0.303 -0.586 -0.310 -0.61
C 0.74561 -0.77318 3.70799 0.921 1.152 0.378 0.45
F 1.61943 0.05127 3.07208 -0.397 -0.318 -0.610 -0.20
F 1.21273 -1.99463 3.61494 0.299 -0.454 0.284 -0.24
F 0.75102 -0.32646 4.95550 -0.320 -0.465 0.353 -0.26
C -1.66436 -1.59197 3.91854 -0.087 0.255 -0.045 0.41
F -1.28418 -2.87200 3.81418 -0.501 0.631 0.171 -0.22
F -1.70963 -1.24540 5.19968 -0.060 -0.167 -0.230 -0.20
F -2.89832 -1.43769 3.38506 0.679 -0.325 0.206 -0.21
C 2.14027 0.73532 -0.75763 -0.227 0.136 0.254 -0.95
C 3.26170 1.37140 -1.20444 1.782 -0.204 -1.025 -0.34
C 1.92668 -0.65593 -1.25913 0.488 -0.735 -0.699 1.31
O 0.78137 -1.33407 -0.91894 -2.071 -0.348 0.587 -0.72
C 3.03648 -1.58725 -0.61069 -0.776 0.791 0.015 0.50
F 2.94611 -2.84958 -1.02075 -0.142 -0.056 -0.029 -0.19
F 2.79836 -1.54160 0.71659 0.277 -0.211 -0.423 -0.11
F 4.23156 -1.13728 -0.87336 0.924 -0.074 0.109 -0.23
C 1.84642 -0.72480 -2.83497 0.412 -0.057 1.802 0.82
F 3.00580 -1.03282 -3.36651 -0.484 -0.032 -0.710 -0.20
F 0.52277 -1.94421 -4.72311 -0.247 0.248 -0.049 -0.23
F 1.34484 0.39975 -3.31239 0.174 0.129 -0.689 -0.19
H 5.33671 3.96169 -0.51327 0.076 0.222 0.112 0.43
H 5.96393 2.33339 -0.51020 0.192 -0.183 0.109 0.32
H 5.34114 3.02063 -1.99714 -0.246 -0.132 0.304 0.40
H 3.63571 3.76491 1.18119 -0.408 -0.510 -0.443 0.41
H 1.41632 2.78399 1.81777 0.027 0.287 0.023 0.61
H -0.74274 3.27241 0.62862 0.150 0.382 -0.607 0.75
H -2.48936 4.32308 2.05200 0.240 -0.557 0.248 0.42
H -3.99708 4.15397 3.80039 0.368 -0.459 0.492 0.38
H -4.24243 2.69525 4.81250 0.546 0.247 -0.274 0.41
H -2.89762 3.80283 5.17607 -0.082 0.096 0.047 0.33
H -2.38977 0.90677 4.58039 0.334 -0.105 -0.513 0.56
H 3.83979 0.93283 -2.07846 -0.770 0.670 1.224 0.44
F 1.23336 -7.64857 -2.63349 -0.232 0.358 0.130 -0.22
C 1.05728 -6.35089 -2.71273 0.332 -0.217 -0.247 0.54
C 0.05728 -5.72122 -1.97079 -0.627 -0.424 0.745 0.07
F -0.69440 -6.45806 -1.15273 0.167 0.379 -0.418 -0.26
C -0.12145 -4.35953 -2.06218 1.266 0.161 -0.776 0.20
F -1.06237 -3.69263 -1.44472 -1.126 0.124 0.947 -0.23
C 0.76384 -3.58704 -2.83352 -0.889 -0.210 0.106 -0.08
S 0.33841 -1.92018 -3.15651 0.958 -0.463 -0.239 0.35
C 1.74087 -4.23215 -3.55672 1.033 -0.198 -0.350 0.70
F 2.56825 -3.46435 -4.24165 0.315 -0.337 -0.350 -0.26
C 1.90486 -5.61525 -3.53066 0.252 0.312 -0.095 0.12
F 2.87314 -6.21684 -4.20988 -0.498 0.422 0.307 -0.24
F -5.25591 3.45548 -2.99663 -0.100 0.216 -0.071 -0.27
C -4.51025 2.51057 -2.47867 -0.766 -0.437 0.380 0.69
C -3.14476 2.54569 -2.64929 0.277 1.672 -0.950 -0.35
F -2.59176 3.59713 -3.29710 -0.300 -1.107 0.455 -0.28
C -2.40025 1.53971 -2.12879 1.360 -1.554 0.823 0.35
F -1.06019 1.43420 -2.30739 -0.251 0.466 -0.031 -0.09
C -2.95975 0.51636 -1.35624 -1.370 1.874 -0.977 -0.04
O -2.21784 -0.41666 -0.78473 1.220 -1.361 0.771 -0.76
C -4.34206 0.50023 -1.18389 0.183 -0.073 -0.175 0.40
F -4.87579 -0.49016 -0.50326 -0.292 -0.270 0.366 -0.28
C -5.12865 1.48342 -1.75203 0.483 0.804 -0.428 0.31
F -6.43378 1.53045 -1.60691 -0.134 -0.306 0.130 -0.25
```
Positions in Å, forces in eV/Å.

***

This record from the OMol25 dataset describes C2H4N6 as an isolated structure. The level of theory is ωB97M-V/def2-TZVPD.

Properties
energy relative to the best compared isomer or geometry (same formula, charge and spin) = 83.1 kcal per mole
HOMO energy = -8.96 eV
multiplicity = 1
calculated total energy = -406.9846 hartree
orbital gap = 8.397 eV

Geometry as XYZ:
```
12
Properties=species:S:1:pos:R:3:forces:R:3:mulliken_charge:R:1
C -0.80760 -0.18942 -0.54990 -2.495 1.391 1.164 0.54
C 1.22677 0.11997 0.41111 3.893 2.302 -1.245 0.46
H -2.83373 -0.73610 -0.14851 2.726 4.422 -2.841 0.39
H -2.22007 1.21662 -0.90867 -0.971 -2.582 0.954 0.25
H 3.10659 0.63172 1.18813 -3.330 0.224 -2.679 0.29
H 0.15726 1.78972 0.00694 -0.824 -2.527 -0.294 0.34
N -2.11658 0.15991 -0.71814 -1.743 -0.648 0.667 -0.54
N -0.62169 -1.46226 -0.57590 1.534 -2.145 2.213 -0.32
N 0.38960 -1.96354 0.26840 2.492 1.376 -1.894 -0.30
N 1.45475 -1.21221 0.53192 -4.824 -3.082 0.918 -0.19
N 2.19862 0.93378 0.54108 2.944 0.816 3.009 -0.70
N 0.06607 0.71181 -0.04645 0.598 0.452 0.028 -0.23
```
Positions in Å, forces in eV/Å.

***

Please write out number 4 again, unchanged.
This record from the OMol25 dataset describes C2H4N6 as an isolated structure. The level of theory is ωB97M-V/def2-TZVPD.

Properties
energy relative to the best compared isomer or geometry (same formula, charge and spin) = 83.1 kcal per mole
HOMO energy = -8.96 eV
multiplicity = 1
calculated total energy = -406.9846 hartree
orbital gap = 8.397 eV

Geometry as XYZ:
```
12
Properties=species:S:1:pos:R:3:forces:R:3:mulliken_charge:R:1
C -0.80760 -0.18942 -0.54990 -2.495 1.391 1.164 0.54
C 1.22677 0.11997 0.41111 3.893 2.302 -1.245 0.46
H -2.83373 -0.73610 -0.14851 2.726 4.422 -2.841 0.39
H -2.22007 1.21662 -0.90867 -0.971 -2.582 0.954 0.25
H 3.10659 0.63172 1.18813 -3.330 0.224 -2.679 0.29
H 0.15726 1.78972 0.00694 -0.824 -2.527 -0.294 0.34
N -2.11658 0.15991 -0.71814 -1.743 -0.648 0.667 -0.54
N -0.62169 -1.46226 -0.57590 1.534 -2.145 2.213 -0.32
N 0.38960 -1.96354 0.26840 2.492 1.376 -1.894 -0.30
N 1.45475 -1.21221 0.53192 -4.824 -3.082 0.918 -0.19
N 2.19862 0.93378 0.54108 2.944 0.816 3.009 -0.70
N 0.06607 0.71181 -0.04645 0.598 0.452 0.028 -0.23
```
Positions in Å, forces in eV/Å.

***

> Which formula does entry 4 have?

C2H4N6

***

> What is the multiplicity in the second record?

1